# 1
Molecular formula: C5H9B2BeO4
Method: DFT, ωB97M-V/def2-TZVPD

Cartesian coordinates (Å):
Be1 -3.0286 -4.4441 1.0724
H1 2.5507 0.9678 -2.3688
C1 -1.4843 -2.5806 0.0591
C2 0.4245 0.3858 -0.6611
H2 -1.5272 2.9208 -1.4937
C3 -0.2752 0.6785 0.6721
H3 -1.7579 -3.5714 -0.2132
C4 -0.7145 -0.5103 1.5205
B1 2.0787 0.2746 -0.6167
B2 -0.8062 2.3461 -0.6881
O1 -1.4031 1.3715 0.2032
O2 2.8363 1.0153 -1.4485
H4 -0.0107 -0.3949 -1.3115
H5 0.3728 1.2878 1.3029
O3 0.1930 1.6031 -1.3672
O4 2.5924 -0.5828 0.3047
H6 2.9870 -1.3582 -0.1117
H7 0.0306 -0.7776 2.2637
H8 -1.6007 -0.1850 2.0644
H9 -0.3759 3.1925 0.1251
C5 -1.0817 -1.6388 0.6926

Atomic forces in eV per Å
Be -0.427 -0.155 0.523
H -0.105 0.720 -0.030
C 0.195 -0.399 0.318
C 0.242 1.728 -0.448
H 0.140 0.423 0.085
C -0.014 -1.600 -0.043
H 0.371 0.228 -1.089
C -0.189 0.155 -0.308
B 0.118 -0.468 -0.029
B -0.751 -2.390 -0.610
O 0.393 1.652 0.948
O 0.061 -0.824 -0.222
H 0.094 -0.481 0.294
H -0.123 0.389 -0.018
O 0.358 0.533 0.310
O -0.678 -0.076 0.038
H 0.494 0.064 0.273
H 0.236 -0.131 -0.117
H -0.058 0.068 0.128
H -0.158 0.632 -0.296
C -0.199 -0.068 0.295

electronic energy = -560.857502 Ha
LUMO energy = -8.82 eV
HOMO = -0.412 hartree
net charge = +1
strongest force on any atom = 0.05015 hartree/bohr
molecular weight = 163.76 g mol⁻¹

Results of the natural (NBO) charge analysis, in e, for atoms 1 through 6: number 1, Be, carries 0.383; number 2, H, carries 0.520; number 3, C, carries -0.285; number 4, C, carries -0.241; number 5, H, carries 0.142; number 6, C, carries 0.075



# 2
Molecular formula: C5H9Br
Method: DFT, ωB97M-V/def2-TZVPD

Cartesian coordinates (Å):
H1 1.3569 -1.0147 1.5106
H2 1.4282 -1.3727 -0.3108
H3 -0.7576 1.8728 0.8340
H4 -1.8856 0.3138 -0.9110
C1 0.0736 1.2481 0.7537
C2 -0.0156 -0.0823 0.1032
H5 -1.2714 -1.4851 -0.9510
H6 -2.2259 -0.7093 0.3855
C3 0.7398 0.9396 -0.5911
C4 0.8240 -1.2888 0.5396
H7 0.1280 -2.1755 0.6153
H8 0.9176 1.4675 1.4192
H9 2.0343 0.7777 -0.8916
Br1 0.0493 2.0096 -2.1087
C5 -1.3957 -0.5007 -0.3968

Atomic forces in eV per Å
H -0.440 -0.885 -1.421
H 1.605 -0.972 -0.723
H -1.113 0.938 -0.243
H 0.179 -0.079 -0.973
C 3.809 -0.359 0.015
C -1.731 -1.753 0.530
H -0.451 1.513 0.083
H 1.898 0.090 -0.469
C 2.831 1.574 -2.480
C -1.641 0.705 1.937
H 1.113 0.835 0.337
H -0.810 -0.377 0.559
H -4.254 0.612 1.665
Br 0.141 -0.628 0.331
C -1.137 -1.215 0.853

electronic energy = -2769.833093 Ha
energy above the lowest of the compared OMol25 structures with the same formula, charge and spin = 125.3 kJ/mol
LUMO energy = 0.95 eV
HOMO = -0.347 hartree
strongest force on any atom = 0.08964 hartree/bohr
molecular weight = 149.03 g mol⁻¹

Results of the natural (NBO) charge analysis, in e, for atoms 1 through 6: number 1, H, carries 0.221; number 2, H, carries 0.215; number 3, H, carries 0.232; number 4, H, carries 0.227; number 5, C, carries -0.440; number 6, C, carries -0.138



# 3
Molecular formula: C5H9Br4Cl3
Method: DFT, ωB97M-V/def2-TZVPD

Cartesian coordinates (Å):
Cl1 5.1141 6.7438 5.4571
H1 5.8805 11.6548 4.1923
Br1 4.2699 14.3039 3.6468
C1 5.5250 10.6517 4.1876
C2 5.1958 15.3432 6.2093
H2 3.5551 10.8164 5.0696
H3 4.0864 5.0946 4.0131
Cl2 4.3201 7.0666 2.6873
C3 4.8443 5.9149 3.9205
H4 4.6104 9.3594 5.4473
Br2 7.0248 9.5708 4.3644
H5 4.9965 14.6102 6.9856
Cl3 6.3010 5.0832 3.3686
H6 4.9459 10.3826 3.2768
H7 6.2393 13.7569 5.1969
Br3 5.2213 11.1853 6.9254
Br4 6.7038 16.4282 6.8768
C4 5.7123 14.6564 4.9052
C5 4.5569 10.4397 5.2808
H8 6.4405 15.3402 4.4406
H9 4.3000 16.0289 6.0754

Atomic forces in eV per Å
Cl -0.193 -0.482 -0.072
H 0.054 0.803 -0.543
Br 0.271 -0.154 0.275
C -1.598 0.539 -1.258
C -0.406 0.479 -0.750
H 0.223 -0.028 0.124
H 0.540 1.178 0.157
Cl -0.164 -0.020 0.067
C -0.440 -0.875 -0.159
H -0.925 0.251 0.186
Br 1.498 -0.936 -0.085
H -0.122 0.044 -0.052
Cl 0.194 0.047 0.090
H 0.863 0.353 0.182
H -0.166 -0.353 -0.256
Br -0.092 0.383 0.508
Br -0.432 -0.181 0.041
C 0.103 1.393 0.941
C 0.040 -1.146 0.762
H -0.576 -0.411 -0.171
H 1.328 -0.885 0.014

electronic energy = -11872.526397 Ha
energy above the lowest of the compared OMol25 structures with the same formula, charge and spin = 51.1 kJ/mol
LUMO energy = 0.38 eV
HOMO = -0.372 hartree
strongest force on any atom = 0.04092 hartree/bohr
structure (SMILES) = ClC(Cl)Cl.BrCCBr.BrCCBr
molecular weight = 495.10 g mol⁻¹

Results of the natural (NBO) charge analysis, in e, for atoms 1 through 6: number 1, Cl, carries 0.029; number 2, H, carries 0.224; number 3, Br, carries -0.006; number 4, C, carries -0.496; number 5, C, carries -0.434; number 6, H, carries 0.237



# 4
Molecular formula: C5H9Br7
Method: DFT, ωB97M-V/def2-TZVPD

Cartesian coordinates (Å):
H1 0.8014 1.7720 2.2936
H2 2.6009 1.7119 -1.3902
Br1 1.5420 3.5989 -0.2725
Br2 0.3831 1.8608 -2.6230
Br3 -2.5506 -0.7701 -1.7910
H3 -2.0119 -2.9078 -2.9401
C1 -0.5540 -2.5731 -1.2957
H4 -0.8170 -1.7294 -3.2674
Br4 0.6001 -1.4707 2.2481
H5 0.7693 0.2033 4.1557
C2 -0.1223 1.2763 2.5324
Br5 -1.6281 -3.5628 -0.0360
H6 0.2283 -3.2347 -1.7118
H7 -0.1950 -1.7198 -0.8154
Br6 -1.0883 2.8064 3.3231
Br7 3.0651 3.3459 -3.0619
H8 -0.9552 -0.2583 3.8617
H9 -0.6553 1.2763 1.5842
C3 0.0127 0.0915 3.3818
C4 1.9883 2.4776 -1.7278
C5 -1.4135 -2.1940 -2.4478

Atomic forces in eV per Å
H 0.688 -0.306 0.052
H 0.551 -1.613 0.661
Br -0.028 0.316 0.460
Br 0.121 -0.369 0.387
Br -0.611 0.380 -0.320
H -0.717 -1.171 0.070
C -0.238 -2.432 -1.527
H -0.157 -0.190 0.735
Br -0.174 0.842 0.556
H -0.049 0.003 -0.141
C -0.288 2.252 -1.262
Br 0.152 -0.330 0.325
H -0.115 0.267 0.742
H 0.838 1.134 0.785
Br -0.055 -0.214 0.590
Br 0.339 0.362 -0.059
H 1.215 0.520 -0.743
H -0.055 -1.157 0.133
C -1.237 -1.901 0.772
C -1.009 1.257 -1.389
C 0.830 2.350 -0.827

electronic energy = -18213.979616 Ha
LUMO energy = -0.02 eV
HOMO = -0.365 hartree
strongest force on any atom = 0.05604 hartree/bohr
molecular weight = 628.46 g mol⁻¹

Results of the natural (NBO) charge analysis, in e, for atoms 1 through 6: number 1, H, carries 0.227; number 2, H, carries 0.210; number 3, Br, carries 0.109; number 4, Br, carries 0.084; number 5, Br, carries -0.021; number 6, H, carries 0.230